# 1
The following is a DFT calculation (ωB97M-V/def2-TZVPD) of a molecular structure, C11H23AuF6NO4P2S2Te.

```
51
C11H23AuF6NO4P2S2Te | the OMol25 dataset | ωB97M-V/def2-TZVPD
H -4.61538 1.03600 0.95782
H -1.36636 -3.07601 1.93584
F 1.55502 2.67505 5.11265
H 5.68435 1.78885 -2.82775
H 3.37014 3.77886 -2.51318
H -3.06145 -2.75692 2.27143
H -2.64606 -0.31191 1.93494
O 4.25064 1.48626 -1.40722
F 2.73104 2.70159 3.14276
F 1.28477 4.41781 3.64208
O 1.76291 1.28942 -2.04203
H 4.74701 3.98901 -3.60486
H 4.62203 -2.18256 -2.02867
N -3.64656 -1.39689 -0.16253
H 4.99896 4.00130 -1.85293
H -4.93090 -1.40596 -1.80891
Te 2.27891 0.58621 1.07680
H -4.51804 -1.08506 1.75626
F 0.79227 2.91849 1.97118
P 1.15668 2.82820 3.56991
O -0.90592 0.17702 1.13258
O 3.18012 -0.76834 -1.86507
S -2.09765 0.29399 -1.68478
C -2.10852 -0.39818 0.97938
H 2.51556 -3.19327 -1.09098
H 3.93187 -3.51029 -0.07204
H -2.60226 -3.93893 1.02076
P 2.91037 0.67499 -1.28531
C -3.03794 0.05338 -0.17070
C -2.35020 -2.98160 1.47741
C 4.63817 2.05862 -2.69776
H -4.40284 -3.01382 -1.24093
H -3.41267 2.08226 0.21938
F -0.40312 2.88750 3.93187
H 4.05386 1.58848 -3.48969
C -2.25722 -1.86734 0.46051
H -4.65920 1.35699 -0.79369
C -4.08931 -1.99044 -1.44056
C -4.01002 1.18330 0.06484
C 4.06562 -1.71403 -1.21886
C -4.77430 -1.52291 0.79989
H 4.77878 -1.17744 -0.58920
C 3.26520 -2.73327 -0.44797
C 4.42457 3.54897 -2.66010
H 2.74826 -2.29417 0.40762
H -4.99943 -2.57918 0.92654
H -3.27454 -1.98223 -2.15359
Au 0.10996 0.58639 -0.64253
F 1.05434 1.17735 3.43702
S -1.10131 -2.27190 -0.82157
H -5.64024 -1.01367 0.38392
```

ΔE to the lowest compared entry with this formula, charge and spin: 60.7 kcal/mol
LUMO level (alpha / beta): 0.11 / -2.57 eV
<S²>: 3.7691
Frontier orbital gap (alpha / beta): 7.9706 / 6.3075 eV
Spin multiplicity: 4
HOMO energy (alpha / beta): -7.9 / -8.9 eV
Total energy: -3270.8090 hartree

***

# 2
The following is a DFT calculation (ωB97M-V/def2-TZVPD) of 3 unconnected molecules or ions with the total composition C11H23BClFN8O8P in a non-equilibrium geometry.

```
54
C11H23BClFN8O8P | the OMol25 dataset | ωB97M-V/def2-TZVPD
H -1.27904 0.33532 0.60287
B -0.07217 6.60494 -1.87131
O -2.48010 2.20627 -3.24078
C 0.21800 5.44221 -3.01587
N -0.47688 4.19630 -2.53589
H -0.27187 -4.95947 4.55230
N 0.94404 1.33983 -0.78371
H -2.25315 5.38841 -4.21284
H -2.88884 1.78795 -2.43250
H -1.03502 1.58086 -1.23029
H 0.07997 -3.82071 -1.41556
C 0.19046 -4.90578 -1.46324
H 0.46508 -4.54355 2.98670
C 0.63889 0.04667 -0.12360
C -1.71204 -2.82728 4.51759
O 0.47060 7.94318 -2.05958
H -0.27561 8.42688 -2.50979
H 1.39004 -7.12253 0.52473
O -0.89895 6.27921 -0.70714
O 2.85488 -4.81341 0.96182
Cl 3.82408 1.52361 -0.47048
H 2.57583 -6.94403 -0.78499
H 0.43995 -5.19570 -2.48713
C 1.53300 -6.77905 -0.50288
C 0.04331 1.24170 1.89788
N 1.72810 3.25818 -1.65255
N -0.10746 2.01183 -1.32268
C 2.18551 2.06666 -0.97989
F -0.97907 2.13943 2.36566
O -2.39294 -1.81729 4.49976
C 0.29623 3.27629 -1.91555
C 1.96270 -4.49645 0.19706
N -2.95240 4.75659 -3.79083
H 1.22804 -4.00316 4.50718
H -0.57786 -1.52318 2.44567
H 0.18064 -0.98324 3.95612
H -0.14171 5.79122 -4.05863
H 0.87887 -7.34008 -1.17159
C 0.27643 -4.19152 4.00417
C 0.08965 -1.81753 3.25434
O 1.24884 1.35114 2.22889
H -2.05426 -3.74811 5.01674
N -0.48028 -2.95540 3.94479
H 1.07222 -2.06542 2.84888
N -0.34607 0.10107 1.01692
P -2.20166 3.83337 -2.70921
H 1.35754 5.34841 -3.08784
H 1.66022 -3.44442 0.06644
H -2.26019 3.89808 -0.46638
O 1.10436 -1.05502 -0.47658
H -0.75229 -5.37512 -1.17040
N 1.24055 -5.35988 -0.57437
H -0.34627 5.86175 -0.00804
O -2.94191 4.04997 -1.16440
```

LUMO level: -5.27 eV
Frontier orbital gap: 5.9167 eV
HOMO energy: -11.2 eV
Total energy: -2398.8779 hartree
Net charge: +1

***

# 3
The following is a DFT calculation (ωB97M-V/def2-TZVPD) of a molecular structure, C11H23BrNO2P2Pd in a non-equilibrium geometry.

```
41
C11H23BrNO2P2Pd | the OMol25 dataset | ωB97M-V/def2-TZVPD
H 1.97038 3.26200 -2.11259
H 0.17168 -3.61734 -0.16960
C 2.32518 0.39214 0.37125
P 0.87030 -1.78149 1.18052
C 0.92308 1.97911 -0.73681
C 1.10638 -3.04647 -0.09422
H -0.25354 -3.04404 2.85597
H -1.10387 -0.75147 -5.19089
O -1.72419 -0.30398 -4.57872
H 3.26112 -1.53187 0.86439
C 3.49778 0.96824 -0.14787
H -1.41671 -3.21982 -1.71865
C 2.44181 -0.88258 1.21846
H 2.65624 -0.61066 2.26834
H 1.42697 -3.64010 2.59267
H 1.13551 -2.13583 3.54195
H -0.51309 3.50030 -1.22701
H -2.18023 4.05696 1.37944
N 1.13034 0.93937 0.14691
H -2.88692 -3.16053 -1.27278
H -3.07884 1.07493 -1.20086
C 2.09500 2.48712 -1.36348
H 1.93534 -3.71197 0.18762
C 0.79222 -2.74796 2.69794
H 4.26801 2.38202 -1.58978
H 1.33333 -2.56841 -1.05404
C -1.74334 3.10382 1.72532
O -2.27209 -3.69880 -1.81730
H -2.41447 0.20258 -5.01539
H -3.75136 1.10435 0.48130
H -3.67691 2.63105 -0.49625
H -2.41750 2.65510 2.47338
H 4.46902 0.54156 0.09316
Pd -0.71527 -0.11865 1.01135
H -0.77969 3.29973 2.21965
Br -3.12951 -1.50393 2.48642
C -3.18422 1.66866 -0.27980
C -0.43326 2.43107 -0.98413
C 3.36922 2.00271 -1.07561
H -1.99142 -0.54129 2.00302
P -1.51245 1.93435 0.32669
```

ΔE to the lowest compared entry with this formula, charge and spin: 43.8 kcal/mol
LUMO level (alpha / beta): -3.05 / -5.52 eV
<S²>: 2.0468
Frontier orbital gap (alpha / beta): 7.7146 / 6.3982 eV
Spin multiplicity: 3
HOMO energy (alpha / beta): -10.8 / -11.9 eV
Total energy: -4022.5250 hartree
Net charge: +1

***

# 4
The following is a DFT calculation (ωB97M-V/def2-TZVPD) of a molecular structure, C11H23ClNO2P2Tc in a non-equilibrium geometry.

```
41
C11H23ClNO2P2Tc | the OMol25 dataset | ωB97M-V/def2-TZVPD
H 2.40353 1.14337 -2.79626
H -2.34352 3.27766 -1.35600
H -3.51602 2.20732 -2.19289
C 1.33994 -1.75795 -2.30964
C -0.99376 -1.25891 -2.42830
H -1.33523 5.64481 -2.23496
O 1.55396 1.58439 -2.70577
H -2.16406 -2.49335 -3.68310
H -2.95911 -0.27214 0.84293
H -0.19206 -3.76339 -4.57429
O -1.85080 5.51396 -1.44238
C -2.22428 -0.49126 -1.96661
P -1.75453 0.95069 -0.89900
P 2.09799 -0.76572 0.01754
C -2.46490 2.33288 -1.89657
H -2.62955 1.41724 1.29620
C 2.39543 -1.86378 -1.39994
H 1.44930 1.95581 -0.23845
H -2.81964 -0.18903 -2.84818
H 3.33369 -2.29910 -1.79553
H 2.08298 -3.18969 -3.71295
C -1.15287 -2.25283 -3.38354
H 3.91155 0.69900 0.35239
C -0.06271 -2.95740 -3.86664
N 0.22075 -0.95191 -1.96777
H -1.25242 5.66152 -0.68527
H 3.41421 -0.07892 1.89590
C 3.62292 -0.23592 0.83230
Cl 0.01657 0.93436 1.71326
H 1.28564 -2.06496 1.96605
H -2.87305 -1.18729 -1.40754
H 4.40980 -0.98272 0.71002
Tc 0.52430 0.73567 -0.61200
H -3.96809 1.06431 0.16866
H 1.84953 2.51676 -2.71119
C 1.47235 -2.24104 0.90584
C 1.18789 -2.64162 -3.40387
C -2.95060 0.77214 0.47771
H 2.29490 -2.96436 0.74946
H -1.85196 2.39514 -2.80475
H 0.57645 -2.63405 0.38984
```

ΔE to the lowest compared entry with this formula, charge and spin: 65.6 kcal/mol
LUMO level (alpha / beta): -13.95 / -14.04 eV
<S²>: 3.7792
Frontier orbital gap (alpha / beta): 4.5953 / 4.5074 eV
Spin multiplicity: 4
HOMO energy (alpha / beta): -18.5 / -18.5 eV
Total energy: -1860.7214 hartree
Net charge: +3

***

# 5
The following is a DFT calculation (ωB97M-V/def2-TZVPD) of a molecular structure, C11H23ClNO6P2Sn in a non-equilibrium geometry.

```
45
C11H23ClNO6P2Sn | the OMol25 dataset | ωB97M-V/def2-TZVPD
H -3.16647 -2.75535 0.02194
H -2.07133 -2.32462 -0.99389
C 2.72776 0.07084 -2.81498
O -0.95444 -2.84081 -1.88683
Sn 0.72929 -1.02003 0.04297
C -1.17528 3.22927 -0.73432
H 3.01999 -0.98516 -2.91052
P 1.01650 0.16379 -2.25628
H -0.81144 -3.76240 -2.16889
H -2.62620 -0.02586 2.49860
H -1.12704 0.06250 -3.40077
C 0.53110 0.57378 3.21113
N -0.63452 1.03488 0.02714
C -0.60002 -2.10487 3.52170
O 2.92459 -2.12459 0.75247
P -0.31841 -0.77512 2.34945
C -2.49321 2.19971 0.98390
Cl 3.51515 -0.80178 1.08038
H 2.81521 0.56259 -3.79371
H -0.13259 -2.61459 -1.35735
H -0.89263 -1.69858 4.49963
O 2.45943 0.23835 0.57704
H -1.38214 -2.78518 3.15858
C -1.91587 -0.18673 1.67845
O 4.72176 -0.58647 0.35055
O -2.78229 -1.94191 -0.33281
H -0.93978 4.04439 -1.42120
H -2.82230 4.20521 0.26142
H -3.29785 2.18116 1.71160
C -0.09149 -0.22261 -3.63270
H -2.32304 -0.99944 0.95416
C -1.67819 1.07025 0.87947
C -2.22818 3.29766 0.17799
H 3.39986 0.54672 -2.08746
C 0.68535 1.92430 -1.84925
H -0.07133 -1.30517 -3.81702
H 0.24585 0.31547 -4.53053
H 1.57538 0.28428 3.40618
H 0.34652 -2.65396 3.63640
H 1.63201 2.35881 -1.47417
H 0.53671 1.49957 2.62291
C -0.41527 2.06196 -0.81427
O 3.63305 -0.63672 2.50028
H 0.42022 2.44652 -2.78659
H 0.01559 0.77996 4.15916
```

ΔE to the lowest compared entry with this formula, charge and spin: 0.0 kcal/mol
LUMO level: -13.96 eV
Frontier orbital gap: 5.3928 eV
HOMO energy: -19.4 eV
Total energy: -2294.9924 hartree
Net charge: +3

***

# 6
The following is a DFT calculation (ωB97M-V/def2-TZVPD) of a molecular structure, C11H23ClNO6P2V in a non-equilibrium geometry.

```
45
C11H23ClNO6P2V | the OMol25 dataset | ωB97M-V/def2-TZVPD
H -3.78772 0.67523 -2.17241
H -4.84282 1.79297 -0.16207
C 1.47311 -1.08100 -3.14646
H 2.79436 0.38768 3.31469
H 0.88106 3.29921 1.55720
H -0.93761 0.64662 -2.87561
C -3.30700 0.67543 -1.19432
C -1.03725 0.76160 2.40036
C -2.02810 0.12105 -1.10473
H 2.24425 -1.83954 -2.94482
C 1.74500 0.14984 3.54301
H 1.57938 -0.91943 3.33825
H 0.31198 3.34786 3.26344
O 1.60019 -4.22009 0.41607
H 1.62075 1.03795 1.23310
C -1.83069 0.77744 1.11837
C 1.01910 2.88364 2.56484
H 1.50845 0.39528 4.58384
N -1.30741 0.16673 0.04246
O 3.54845 -3.48787 1.60610
H -1.92505 -0.68893 -3.14262
H 2.06209 3.01898 2.88041
P 0.76086 1.11153 2.39973
O 1.59183 1.04724 -0.80355
O -0.24408 2.39995 -2.58767
V 0.75022 -0.42231 0.03835
H -1.17252 -0.21167 2.89761
H -1.47877 1.50457 3.07641
H 0.14771 2.49543 -3.47563
H -1.44019 -3.15621 -1.76191
H 2.39162 1.55214 -1.04865
H -0.37213 -3.36385 -3.19903
C -3.85841 1.32176 -0.09491
H 1.92540 -0.09205 -2.97694
O 1.37025 -2.72446 2.26905
O 2.33036 -1.92077 0.21483
H 0.25345 -3.69348 -1.52215
C -1.28249 -0.25320 -2.37059
H 1.11068 -1.17179 -4.17808
C -3.09498 1.36161 1.06544
P 0.11871 -1.36117 -1.98615
H 0.46707 2.01731 -2.03532
Cl 2.22696 -3.14534 1.15720
H -3.47372 1.87210 1.94246
C -0.41233 -3.06801 -2.13962
```

LUMO level (alpha / beta): -8.28 / -7.65 eV
<S²>: 2.0236
Frontier orbital gap (alpha / beta): 8.1377 / 8.7691 eV
Spin multiplicity: 3
HOMO energy (alpha / beta): -16.4 / -16.4 eV
Total energy: -3025.2211 hartree
Net charge: +2

***

# 7
The following is a DFT calculation (ωB97M-V/def2-TZVPD) of 2 unconnected molecules or ions with the total composition C11H23FNOSSi in a non-equilibrium geometry.

```
39
C11H23FNOSSi | the OMol25 dataset | ωB97M-V/def2-TZVPD
N -0.14750 -1.36660 0.79829
C -3.87222 -0.51740 -2.52535
H 1.31496 1.11143 -2.72065
H 4.80784 -1.47397 2.25414
H 4.91870 0.55906 4.61388
C 4.06506 -1.54212 3.05999
H 0.66629 1.35697 -0.88961
H 2.09728 -0.98886 -1.99924
C 0.58778 0.71605 -1.86892
H 0.33339 -1.64715 -2.08576
H -2.20737 4.82055 -0.50618
C -4.77358 -0.14139 -1.20857
O 2.78241 0.17396 2.18219
H -0.59923 -0.45700 1.06501
H 1.93598 -2.03643 0.22807
C -2.31041 3.71288 -0.93949
C -2.27845 -0.66187 -2.13848
H 5.14090 1.01832 2.92236
H 4.59444 -1.86830 3.96311
S -5.50370 1.58422 -1.43389
H -4.19513 -0.14653 -0.19129
H 2.72950 -0.36249 4.20937
H 1.63363 -0.15057 0.55232
H 3.35383 -2.33466 2.79493
H -0.79024 -1.98622 0.25678
C 3.34874 -0.20545 3.31462
F -1.36018 1.22084 -4.25106
C 1.17185 -1.14309 0.08552
C 1.00605 -0.84268 -1.53885
H -5.46746 2.30398 -0.21897
C 4.38603 0.86079 3.70421
H 3.91002 1.82772 3.91097
H -1.82772 -1.59121 -2.73515
C -2.01534 2.49443 -1.62261
Si -1.23570 0.92280 -2.50688
H -4.05180 0.19563 -3.45845
H -2.22558 -0.93213 -1.00054
H -4.22651 -1.60035 -2.87787
H -5.69659 -0.88317 -1.19796
```

LUMO level: 2.38 eV
Frontier orbital gap: 5.0144 eV
HOMO energy: -2.6 eV
Total energy: -1350.2794 hartree
Net charge: -1

***

# 8
The following is a DFT calculation (ωB97M-V/def2-TZVPD) of a gas-phase ion, C11H23N3O8PS (charge +1) in a non-equilibrium geometry.

```
47
C11H23N3O8PS | the OMol25 dataset | ωB97M-V/def2-TZVPD
O 0.17347 2.48925 -3.05954
H 2.80565 1.19173 1.24613
N 0.04239 -0.16367 -1.54411
O -6.15104 -0.24894 1.17248
P 1.52358 2.79288 -2.01417
H 3.05532 -2.49755 1.26620
H -1.03196 0.82242 0.12067
H 1.46977 4.07641 0.59178
H 2.67012 -5.32641 2.54818
C -3.49311 -0.20945 0.39301
H -0.43641 -2.41120 -1.96687
H -1.92473 -1.81572 0.00638
H 3.70394 2.17692 -0.13270
C 2.50084 -3.52336 1.03233
H 0.40338 1.64038 -3.58069
O 0.51582 3.72350 3.01046
H 2.71838 -3.62362 3.37809
H 0.35943 -0.71652 1.20539
H 1.15773 -1.68482 -2.47013
H -6.59172 -0.22442 -1.71998
C -1.24843 0.28518 -0.90337
H -3.34247 0.96892 0.32704
H -2.84873 -1.21847 -1.62043
H 3.29014 4.10135 1.21099
O 2.65149 2.79224 3.80776
O 3.01356 3.07006 -2.86716
O 1.17050 -3.27131 0.40684
N 1.11804 -0.68423 0.48358
C 2.29827 3.45433 1.14757
C 2.20226 -4.23640 2.50181
H -3.18676 -0.52163 1.49877
H 3.23068 2.19356 -3.30237
N 1.67992 1.62316 -0.68250
H 2.36290 1.81647 3.88081
O -5.77185 0.23685 -1.37506
C 1.04845 0.41038 -0.56389
C 0.35650 -1.63999 -1.58615
C 2.66584 2.02316 0.43622
C -2.34020 -0.89740 -0.60455
O -5.45732 -2.22218 -0.19461
H -1.73819 1.07865 -1.64434
S -5.24775 -0.69686 -0.04209
H 1.03998 -4.21755 2.65314
C 1.29254 -1.97808 -0.28362
H 2.38372 -1.95122 -0.73623
C 1.77623 3.30967 2.71895
H 3.18984 -4.19619 0.34185
```

LUMO level: -5.26 eV
Frontier orbital gap: 7.3130 eV
HOMO energy: -12.6 eV
Total energy: -1938.0480 hartree
Net charge: +1